Density functional theory data (wB97M-V/def2-TZVPD) for a 13-piece molecular cluster, C39H80Cl24NO2P overall at a distorted geometry.

Positions of all 147 atoms, in Å:
C -3.35669 -2.90253 3.97189
O -3.13569 -3.59114 2.69921
C -2.37080 -2.68629 1.83690
C -0.80139 -3.10491 1.86553
C -0.01240 -2.54835 0.58783
C 1.49895 -2.09300 0.87140
C 2.21292 -1.85432 -0.58852
C 2.83165 -0.37643 -0.68882
C 2.28781 0.46879 -1.97366
C 2.36214 2.01234 -1.55105
C 0.99849 2.63033 -0.96900
C -0.07505 1.56224 -0.45503
C -0.84348 2.24601 0.81825
P -0.30801 1.24637 2.35642
N -0.99127 1.94262 3.83788
C -1.84068 0.83505 4.44251
C 0.04263 2.35325 4.80343
C 1.46021 1.66881 5.01511
O -0.20822 3.35232 5.53318
H -3.88810 -1.90821 3.79536
H -2.32483 -2.79048 4.45789
H -4.00004 -3.51042 4.68762
H -2.79440 -2.68237 0.77599
H -2.39617 -1.61153 2.25128
H -0.66620 -4.23634 1.96381
H -0.37827 -2.62064 2.81270
H 0.03743 -3.37534 -0.20512
H -0.57123 -1.63988 0.15804
H 1.48064 -1.12499 1.49388
H 2.11258 -2.84974 1.46823
H 1.52529 -2.14868 -1.45162
H 3.10159 -2.59022 -0.59805
H 3.96392 -0.47214 -0.72860
H 2.52084 0.25350 0.22551
H 3.03984 0.23355 -2.81240
H 1.27146 0.11314 -2.33495
H 2.73602 2.61741 -2.45597
H 3.17367 2.10528 -0.75396
H 0.56624 3.33012 -1.77418
H 1.30711 3.33259 -0.10845
H -0.88015 1.39924 -1.25758
H 0.36219 0.59092 -0.05837
H -0.58563 3.35085 0.93663
H -1.98081 2.19157 0.71150
H -0.85972 -0.07017 2.08980
H -2.83883 0.80572 3.90106
H -1.91979 0.95627 5.56983
H -1.33555 -0.18097 4.23479
H 1.56258 1.13769 6.03090
H 2.27644 2.47762 5.00381
H 1.75650 0.91177 4.22234
Cl -2.45061 4.14160 -1.64773
C -2.26942 5.26106 -3.02181
C -2.59134 4.59493 -4.34216
Cl -1.37982 3.36819 -4.77929
H -1.25157 5.65408 -3.00696
H -2.95709 6.09104 -2.84850
H -2.59567 5.33704 -5.14255
H -3.56992 4.11263 -4.32063
Cl 3.89391 3.96424 0.57511
C 4.20667 4.92734 2.04006
C 3.25007 4.58205 3.16168
Cl 1.58287 5.10050 2.80734
H 4.14753 5.98737 1.77046
H 5.23184 4.71183 2.34831
H 3.55237 5.09381 4.07760
H 3.23550 3.50918 3.35970
Cl 3.97281 4.36496 -3.65938
C 5.68067 4.06452 -3.24260
C 6.17302 2.72120 -3.74365
Cl 5.41990 1.36022 -2.87990
H 5.78378 4.15204 -2.15951
H 6.26186 4.86405 -3.70606
H 7.24950 2.63891 -3.58255
H 5.97736 2.59417 -4.80987
Cl -0.62981 -2.46065 -2.56755
C -1.60363 -3.60649 -3.52259
C -2.60818 -4.35032 -2.66927
Cl -1.82361 -5.48731 -1.54313
H -0.92148 -4.29109 -4.02965
H -2.12477 -3.02211 -4.28174
H -3.26868 -4.94119 -3.30500
H -3.22254 -3.66602 -2.08463
Cl -3.48265 -7.44108 -3.67388
C -3.00299 -9.15148 -3.55587
C -1.55511 -9.30930 -3.13941
Cl -0.42778 -8.76472 -4.40727
H -3.19848 -9.62579 -4.51878
H -3.65430 -9.61254 -2.81104
H -1.33591 -10.36201 -2.95254
H -1.33571 -8.74918 -2.22903
Cl 0.94372 -0.03439 -5.14919
C 2.01430 -0.97955 -6.21222
C 3.46666 -0.57046 -6.06892
Cl 3.77216 1.06429 -6.70908
H 1.66274 -0.86224 -7.23846
H 1.89583 -2.02755 -5.92982
H 4.10161 -1.25486 -6.63444
H 3.78840 -0.59039 -5.02610
Cl 4.89457 7.71691 2.52861
C 5.45146 9.37978 2.21065
C 4.95692 9.90169 0.87740
Cl 5.71613 9.06020 -0.49698
H 6.54097 9.38877 2.26650
H 5.06417 10.00341 3.01867
H 5.20743 10.95921 0.77802
H 3.87493 9.79758 0.78191
Cl 1.37443 1.68137 11.53905
C 1.59925 2.77555 10.15119
C 1.30272 2.09416 8.83145
Cl 2.51262 0.84676 8.43045
H 2.62011 3.15922 10.18454
H 0.91610 3.61336 10.29571
H 1.32479 2.82724 8.02242
H 0.31913 1.62193 8.83528
Cl -5.06352 -1.98033 -3.05840
C -4.85973 -0.88609 -4.45074
C -5.18217 -1.56514 -5.76767
Cl -3.98610 -2.81550 -6.19367
H -3.83697 -0.50550 -4.43459
H -5.53822 -0.04535 -4.29324
H -5.17132 -0.83056 -6.57481
H -6.16668 -2.03378 -5.74727
Cl -8.20243 -2.28432 -3.99068
C -9.02357 -3.77458 -3.46441
C -8.49051 -5.00166 -4.17526
Cl -8.91849 -5.01572 -5.90457
H -10.09448 -3.64790 -3.62972
H -8.85360 -3.86673 -2.39002
H -8.92346 -5.90169 -3.73523
H -7.40439 -5.07191 -4.09501
Cl 0.58708 4.85632 12.60646
C -0.29335 4.20075 14.00847
C -1.59470 4.93398 14.26124
Cl -1.32823 6.60212 14.82716
H 0.36799 4.24630 14.87491
H -0.49678 3.15039 13.79036
H -2.16202 4.42281 15.04098
H -2.21249 4.97631 13.36287
Cl 2.27843 -7.11626 -8.42783
C 1.46788 -8.61096 -7.89642
C 2.00946 -9.83742 -8.60162
Cl 1.58250 -9.86256 -10.33109
H 0.39618 -8.49261 -8.06293
H 1.63776 -8.69748 -6.82152
H 1.58224 -10.73832 -8.15772
H 3.09574 -9.90007 -8.52048

Results
Gap between HOMO and LUMO (eV): 8.283
2S+1: 1
Total energy (a.u.): -13125.04664

=====

Density functional theory data (wB97M-V/def2-TZVPD) for a 5-piece molecular cluster, C39H84BFNO5 overall.

Positions of all 131 atoms, in Å:
C -0.38154 3.92507 1.42871
C -1.29686 2.79722 1.84190
O -2.18295 2.91937 2.64122
O -1.10894 1.59908 1.25424
C 0.13623 1.32504 0.59138
C 0.21361 -0.16157 0.30074
C 1.65844 -0.62457 0.05466
C 2.18729 -0.19983 -1.33041
C 3.50305 0.61557 -1.38154
C 4.62320 -0.31960 -0.89465
C 6.00318 0.21173 -0.48692
C 6.27715 0.40028 1.02711
C 5.04671 0.56527 1.92308
C 7.26760 1.54307 1.26725
O 3.76110 0.95474 -2.73436
B 2.91588 2.12873 -3.06101
F 1.74853 1.71186 -3.79467
C 3.70070 3.22777 -3.99361
C 5.16613 3.30309 -3.76738
O 5.83896 4.30647 -3.69371
O 2.47932 2.64336 -1.73789
C 3.25802 2.01876 -0.76246
N 4.41296 2.84879 -0.46022
H -0.10629 3.88351 0.37526
H 0.54760 3.87809 2.00176
H -0.88763 4.86062 1.65495
H 0.20805 1.89338 -0.34011
H 0.96764 1.61567 1.23898
H -0.37847 -0.40358 -0.58718
H -0.21401 -0.69460 1.15597
H 2.30218 -0.24351 0.85808
H 1.68047 -1.71394 0.14389
H 1.42855 0.39184 -1.84479
H 2.36026 -1.07639 -1.96334
H 4.76105 -0.96962 -1.76488
H 4.24222 -0.97356 -0.10403
H 6.75049 -0.50583 -0.84009
H 6.21833 1.13300 -1.03017
H 6.77021 -0.51686 1.37283
H 5.36108 0.75168 2.95401
H 4.42809 -0.33377 1.93193
H 4.40767 1.39995 1.61920
H 7.77242 1.43659 2.23104
H 6.76577 2.51617 1.27020
H 8.03262 1.56947 0.48776
H 3.55868 2.94308 -5.04620
H 3.27744 4.22747 -3.85467
H 5.66638 2.31903 -3.63690
H 2.69071 1.94360 0.17410
H 5.04936 2.90663 -1.24642
H 4.92020 2.53534 0.35533
C 4.11355 -1.03501 -5.81628
C 3.81321 -0.60363 -7.24656
C 2.38361 -0.08883 -7.42171
C 1.29164 -1.10986 -7.09792
C 1.36904 -2.41050 -7.89607
C 1.23532 -2.21175 -9.40233
H 3.47843 -1.86532 -5.50097
H 5.15125 -1.35674 -5.70559
H 3.94650 -0.21393 -5.11535
H 4.00855 -1.42986 -7.93882
H 4.50124 0.19720 -7.53191
H 2.25625 0.27652 -8.44576
H 2.24054 0.77544 -6.76655
H 0.31676 -0.64280 -7.27319
H 1.32205 -1.34201 -6.03089
H 0.57586 -3.08003 -7.55089
H 2.31131 -2.92230 -7.67949
H 0.28829 -1.72405 -9.64624
H 1.26767 -3.16456 -9.93414
H 2.03926 -1.58784 -9.79620
C -5.54560 3.05744 -4.10815
C -4.28170 2.32450 -4.54542
C -3.73755 1.36226 -3.49092
C -3.33160 2.02123 -2.17107
C -2.28880 3.13059 -2.30638
C -0.97034 2.65607 -2.90841
H -5.36581 3.67478 -3.22667
H -5.91679 3.71313 -4.89788
H -6.34004 2.34887 -3.86017
H -3.51129 3.05294 -4.81186
H -4.49089 1.76004 -5.45870
H -2.87978 0.82959 -3.90894
H -4.49623 0.59949 -3.28194
H -2.93348 1.24739 -1.50632
H -4.21911 2.41780 -1.66826
H -2.10908 3.54516 -1.30852
H -2.69183 3.95648 -2.90219
H -0.53894 1.84588 -2.31978
H -0.22692 3.45040 -2.94657
H -1.09535 2.28029 -3.92443
C -0.73056 -6.24224 4.83534
C -1.19121 -4.95910 5.51847
C -2.36860 -4.28428 4.81733
C -2.09562 -3.82959 3.38277
C -0.92923 -2.85399 3.23663
C -1.12876 -1.54552 3.99459
H -0.38226 -6.05333 3.81881
H 0.09107 -6.70817 5.38139
H -1.54717 -6.96597 4.77751
H -0.35200 -4.26154 5.58855
H -1.48262 -5.18473 6.54820
H -2.68989 -3.42344 5.41137
H -3.21834 -4.97598 4.80922
H -3.00135 -3.35225 2.99484
H -1.92011 -4.70116 2.74585
H -0.79964 -2.63065 2.17476
H 0.00147 -3.32984 3.56021
H -2.03005 -1.03058 3.65510
H -0.28849 -0.86832 3.83557
H -1.21869 -1.70833 5.07067
C -6.56729 1.45098 7.52430
C -6.78954 0.11234 8.22000
C -5.49799 -0.66168 8.48123
C -4.70890 -1.03328 7.22406
C -5.48699 -1.85467 6.19783
C -5.95873 -3.20508 6.72549
H -6.11232 1.32503 6.54107
H -7.50876 1.98355 7.38300
H -5.90668 2.09041 8.11417
H -7.47434 -0.49871 7.62477
H -7.29247 0.28194 9.17622
H -5.73493 -1.56743 9.04683
H -4.85192 -0.06215 9.13083
H -3.82038 -1.59794 7.52637
H -4.33554 -0.12609 6.74250
H -4.84132 -2.01774 5.33060
H -6.34448 -1.28407 5.83045
H -5.10951 -3.80421 7.06348
H -6.47451 -3.76905 5.94676
H -6.64937 -3.10082 7.56431

Results
Gap between HOMO and LUMO (eV): 8.012
2S+1: 1
Total charge: -1
Total energy (a.u.): -2092.29342

=====

Q: Which of these has the lowest gap between HOMO and LUMO?
A: C39H84BFNO5

=====

Q: Which of these has the highest total energy?
A: C39H84BFNO5